*w*
Computed, not measured: a 2-piece molecular cluster, C4H12 overall, with ωB97M-V with the def2-TZVPD basis set.

Output
Lowest unoccupied orbital energy ... 1.14 eV
Net charge ... 0
SMILES ... CC.CC
Gap between HOMO and LUMO ... 12.27 eV

Last column: natural (NBO) charge in e.
Atoms and positions in Å:
C (0.15, -0.08, 2.00)  -0.6089
C (0.96, -1.36, 2.22)  -0.6177
H (-0.55, -0.21, 1.13)  0.1921
H (-0.46, 0.35, 2.78)  0.2108
H (0.87, 0.69, 1.71)  0.2047
H (0.34, -2.23, 2.02)  0.2031
H (1.22, -1.27, 3.32)  0.2038
H (1.92, -1.54, 1.69)  0.2135
C (0.00, 0.40, -1.62)  -0.6071
C (-1.04, 0.96, -2.61)  -0.6192
H (0.52, -0.42, -2.07)  0.2014
H (0.75, 1.19, -1.42)  0.2031
H (-0.51, 0.07, -0.71)  0.2030
H (-0.54, 1.55, -3.47)  0.2092
H (-1.83, 0.25, -2.88)  0.2091
H (-1.79, 1.66, -2.09)  0.1990


*x*
Computed, not measured: a 2-piece molecular cluster, C4H12 overall, with ωB97M-V with the def2-TZVPD basis set.

Output
Lowest unoccupied orbital energy ... 1.17 eV
Net charge ... 0
SMILES ... CC.CC
Gap between HOMO and LUMO ... 12.74 eV

Last column: natural (NBO) charge in e.
Atoms and positions in Å:
C (-1.38, -0.68, -0.92)  -0.6110
C (-0.76, -2.06, -1.14)  -0.6126
H (-0.81, -0.09, -0.21)  0.2019
H (-1.43, -0.11, -1.85)  0.2043
H (-2.37, -0.75, -0.46)  0.2039
H (-1.56, -2.79, -1.34)  0.2018
H (-0.31, -2.43, -0.22)  0.2043
H (-0.10, -2.12, -2.00)  0.2071
C (1.10, 1.84, 0.42)  -0.6055
C (1.02, 0.92, 1.65)  -0.6093
H (0.28, 1.67, -0.27)  0.2036
H (1.03, 2.89, 0.70)  0.2019
H (2.06, 1.66, -0.07)  0.2012
H (0.01, 0.96, 2.04)  0.2004
H (1.27, -0.11, 1.38)  0.2024
H (1.69, 1.22, 2.45)  0.2056


Energy ordering: *x* at the bottom, the next structure 14.6 kcal/mol above.


*w*
Computed, not measured: a 2-piece molecular cluster, C4H12 overall, with ωB97M-V with the def2-TZVPD basis set.

Output
Lowest unoccupied orbital energy ... 1.16 eV
Net charge ... 0
SMILES ... CC.CC
Gap between HOMO and LUMO ... 12.72 eV

Last column: natural (NBO) charge in e.
Atoms and positions in Å:
C (0.94, -2.12, -0.82)  -0.6079
C (0.62, -1.32, -2.09)  -0.6081
H (2.01, -2.35, -0.73)  0.2012
H (0.66, -1.59, 0.10)  0.2009
H (0.40, -3.07, -0.74)  0.2030
H (1.14, -1.78, -2.93)  0.2021
H (-0.44, -1.41, -2.31)  0.2027
H (0.90, -0.28, -2.01)  0.2061
C (-0.33, 2.11, 1.94)  -0.6166
C (-1.14, 1.35, 0.89)  -0.6207
H (0.58, 2.58, 1.58)  0.2072
H (-0.92, 2.88, 2.45)  0.2041
H (-0.11, 1.46, 2.78)  0.2051
H (-1.13, 0.28, 1.04)  0.2075
H (-0.97, 1.65, -0.15)  0.2094
H (-2.19, 1.62, 1.01)  0.2039


*x*
Computed, not measured: a 2-piece molecular cluster, C4H12 overall, with ωB97M-V with the def2-TZVPD basis set.

Output
Lowest unoccupied orbital energy ... 1.17 eV
Net charge ... 0
SMILES ... CC.CC
Gap between HOMO and LUMO ... 12.73 eV

Last column: natural (NBO) charge in e.
Atoms and positions in Å:
C (-1.32, -0.21, 1.70)  -0.6050
C (-0.30, 0.92, 1.98)  -0.6089
H (-1.71, -0.60, 2.64)  0.2027
H (-2.12, 0.20, 1.09)  0.1979
H (-0.93, -1.04, 1.11)  0.2023
H (0.36, 1.08, 1.14)  0.2074
H (0.27, 0.69, 2.88)  0.2003
H (-0.91, 1.77, 2.29)  0.2031
C (0.17, -0.74, -1.77)  -0.6203
C (1.47, 0.03, -1.90)  -0.6176
H (-0.25, -0.99, -2.75)  0.2038
H (0.27, -1.70, -1.27)  0.2044
H (-0.72, -0.23, -1.39)  0.2076
H (2.10, 0.00, -1.02)  0.2082
H (1.28, 1.08, -2.15)  0.2047
H (1.98, -0.29, -2.82)  0.2094


Energy ordering: *w* at the bottom, the next structure 1.6 kcal/mol above.


*w*
Computed, not measured: a 2-piece molecular cluster, C4H12 overall, with ωB97M-V with the def2-TZVPD basis set.

Output
Lowest unoccupied orbital energy ... 1.15 eV
Net charge ... 0
SMILES ... CC.CC
Gap between HOMO and LUMO ... 12.73 eV

Last column: natural (NBO) charge in e.
Atoms and positions in Å:
C (1.49, 2.26, 1.45)  -0.6127
C (0.27, 1.40, 1.31)  -0.6149
H (1.31, 3.11, 2.11)  0.2026
H (2.30, 1.73, 1.95)  0.2046
H (1.84, 2.65, 0.50)  0.2084
H (-0.39, 1.30, 2.18)  0.2059
H (0.55, 0.38, 1.06)  0.2012
H (-0.44, 1.68, 0.53)  0.2048
C (-1.30, -2.41, -1.11)  -0.6045
C (-0.45, -1.25, -1.65)  -0.6061
H (-2.31, -2.38, -1.49)  0.2048
H (-0.89, -3.36, -1.44)  0.1970
H (-1.20, -2.37, -0.02)  0.2036
H (0.58, -1.28, -1.31)  0.2051
H (-1.01, -0.35, -1.40)  0.2018
H (-0.40, -1.22, -2.75)  0.1986


*x*
Computed, not measured: a 2-piece molecular cluster, C4H12 overall, with ωB97M-V with the def2-TZVPD basis set.

Output
Lowest unoccupied orbital energy ... 1.17 eV
Net charge ... 0
SMILES ... CC.CC
Gap between HOMO and LUMO ... 12.62 eV

Last column: natural (NBO) charge in e.
Atoms and positions in Å:
C (1.84, -0.73, 0.55)  -0.6215
C (1.36, -0.49, 1.99)  -0.6218
H (1.08, -1.15, -0.11)  0.2077
H (2.14, 0.18, 0.04)  0.2099
H (2.61, -1.49, 0.59)  0.2076
H (1.36, 0.54, 2.32)  0.2086
H (1.92, -1.10, 2.70)  0.2066
H (0.34, -0.85, 2.18)  0.2031
C (-2.27, 0.54, -1.62)  -0.6108
C (-0.92, 0.69, -0.91)  -0.6128
H (-2.22, 0.92, -2.64)  0.2028
H (-2.60, -0.49, -1.82)  0.2026
H (-3.06, 1.07, -1.10)  0.2027
H (-0.13, 0.60, -1.66)  0.2049
H (-0.77, 0.03, -0.06)  0.2071
H (-0.87, 1.68, -0.45)  0.2034


*y*
Computed, not measured: a 2-piece molecular cluster, C4H12 overall, with ωB97M-V with the def2-TZVPD basis set.

Output
Lowest unoccupied orbital energy ... 1.02 eV
Net charge ... 0
SMILES ... CC.CC
Gap between HOMO and LUMO ... 12.30 eV

Last column: natural (NBO) charge in e.
Atoms and positions in Å:
C (-2.57, 0.91, -0.07)  -0.6059
C (-2.78, -0.62, -0.02)  -0.6141
H (-2.53, 1.35, 0.97)  0.1995
H (-1.73, 1.24, -0.62)  0.2014
H (-3.42, 1.52, -0.42)  0.1970
H (-2.99, -1.05, -0.99)  0.2029
H (-3.57, -0.84, 0.70)  0.2109
H (-1.75, -0.91, 0.20)  0.2085
C (2.99, -0.52, -0.58)  -0.6198
C (2.37, 0.18, 0.60)  -0.6349
H (3.35, -1.53, -0.33)  0.2109
H (2.30, -0.72, -1.47)  0.2035
H (3.78, 0.07, -1.07)  0.2078
H (1.58, 0.90, 0.43)  0.2150
H (3.14, 0.48, 1.37)  0.2099
H (1.83, -0.45, 1.32)  0.2074


*z*
Computed, not measured: a 2-piece molecular cluster, C4H12 overall, with ωB97M-V with the def2-TZVPD basis set.

Output
Lowest unoccupied orbital energy ... 1.09 eV
Net charge ... 0
SMILES ... CC.CC
Gap between HOMO and LUMO ... 12.18 eV

Last column: natural (NBO) charge in e.
Atoms and positions in Å:
C (1.39, 2.74, 0.71)  -0.6079
C (1.45, 1.51, -0.24)  -0.6185
H (2.02, 2.70, 1.58)  0.2067
H (1.64, 3.73, 0.10)  0.1937
H (0.41, 2.93, 1.15)  0.2059
H (0.56, 1.16, -0.74)  0.2095
H (1.65, 0.72, 0.50)  0.2029
H (2.28, 1.60, -0.93)  0.2079
C (-1.78, -1.91, -0.90)  -0.6256
C (-1.04, -2.36, 0.34)  -0.6047
H (-2.87, -2.00, -0.67)  0.2121
H (-1.47, -0.91, -1.23)  0.2113
H (-1.47, -2.66, -1.61)  0.2088
H (-0.39, -1.49, 0.75)  0.2041
H (-0.63, -3.29, 0.46)  0.2076
H (-1.80, -2.38, 1.27)  0.1862


Energy ordering: *w* at the bottom, the next structure 2.0 kcal/mol above.


*w*
Computed, not measured: a 2-piece molecular cluster, C4H12 overall, with ωB97M-V with the def2-TZVPD basis set.

Output
Lowest unoccupied orbital energy ... 1.15 eV
Net charge ... 0
SMILES ... CC.CC
Gap between HOMO and LUMO ... 12.79 eV

Last column: natural (NBO) charge in e.
Atoms and positions in Å:
C (0.62, -1.03, -2.24)  -0.6082
C (1.41, -1.18, -0.92)  -0.6055
H (0.42, -1.99, -2.70)  0.2048
H (-0.37, -0.65, -1.99)  0.1989
H (1.07, -0.28, -2.89)  0.2054
H (1.20, -0.31, -0.30)  0.2013
H (2.48, -1.23, -1.10)  0.2004
H (1.16, -2.10, -0.41)  0.2028
C (-0.81, 0.57, 2.10)  -0.6076
C (-1.25, 1.62, 1.09)  -0.6062
H (-1.70, 0.10, 2.51)  0.2050
H (-0.23, -0.23, 1.66)  0.2021
H (-0.16, 1.05, 2.82)  0.2045
H (-1.89, 1.23, 0.29)  0.1994
H (-1.89, 2.37, 1.54)  0.2021
H (-0.43, 2.13, 0.59)  0.2007


*x*
Computed, not measured: a 2-piece molecular cluster, C4H12 overall, with ωB97M-V with the def2-TZVPD basis set.

Output
Lowest unoccupied orbital energy ... 1.03 eV
Net charge ... 0
SMILES ... CC.CC
Gap between HOMO and LUMO ... 12.20 eV

Last column: natural (NBO) charge in e.
Atoms and positions in Å:
C (-0.29, 2.39, 0.79)  -0.6031
C (-1.48, 2.54, -0.08)  -0.6192
H (0.53, 2.75, 0.27)  0.2017
H (-0.50, 3.01, 1.67)  0.2034
H (0.03, 1.31, 1.02)  0.2034
H (-1.54, 3.12, -0.94)  0.2090
H (-1.61, 1.51, -0.33)  0.2086
H (-2.26, 2.94, 0.64)  0.1961
C (1.34, -1.86, -0.58)  -0.5939
C (0.37, -2.97, -0.10)  -0.6248
H (2.14, -2.16, -1.42)  0.2012
H (0.94, -1.17, -1.15)  0.1954
H (1.87, -1.42, 0.36)  0.1998
H (0.30, -3.57, -0.99)  0.2050
H (0.80, -3.73, 0.62)  0.2065
H (-0.62, -2.71, 0.22)  0.2110


Energy ordering: *w* at the bottom, the next structure 37.4 kcal/mol above.